No. 1
DFT (ωB97M-V/def2-TZVPD) results for C15H17F5N2Pb as an isolated structure at a distorted geometry.

Last column: Löwdin charge in e.
Cartesian coordinates (Å):
C -2.8778 -1.1392 1.4659  -0.227
C -3.3581 2.0278 -1.9321  -0.229
H -2.0819 -1.8796 1.3592  -0.028
H -3.8544 -1.6417 1.4072  -0.015
H -2.8042 -0.6930 2.4602  -0.011
H -2.6846 1.7510 -2.7632  -0.007
H -4.4217 1.8860 -2.2027  -0.019
H -3.1789 3.0724 -1.6285  -0.006
C 0.0848 -2.8430 -0.0876  -0.135
C 1.0704 -3.8450 -0.0174  -0.051
C 2.3360 -3.5529 -0.5247  -0.061
C 2.5620 -2.2875 -1.0696  -0.008
H -0.9339 -3.0577 0.2403  0.088
H 0.8172 -4.8084 0.4181  0.103
H 3.1320 -4.2935 -0.5149  0.107
H 3.5079 -2.0155 -1.5277  0.093
N 0.3183 -1.6125 -0.5439  0.107
C 1.5327 -1.3160 -1.0376  -0.212
C 1.7575 0.0732 -1.5364  -0.202
N 0.7246 0.9213 -1.4079  0.110
C 0.8652 2.1873 -1.7986  -0.134
C 3.1351 1.8295 -2.5022  -0.063
C 2.0595 2.7051 -2.3357  -0.056
H -0.0085 2.8298 -1.6800  0.095
H 2.1113 3.7575 -2.6094  0.101
C 2.9811 0.4944 -2.1137  -0.008
H 3.7761 -0.2327 -2.2557  0.095
H 4.0773 2.1698 -2.9312  0.108
Pb -2.8759 0.5035 -0.1577  1.449
C -1.8092 2.3565 0.6565  -0.298
H -1.9842 3.2229 0.0024  -0.031
H -0.7467 2.0731 0.6312  -0.037
H -2.0946 2.6248 1.6811  -0.003
F 0.3739 1.4324 2.8335  0.014
C -0.0629 0.1604 2.6868  -0.372
F 0.8973 -0.5480 2.0654  0.019
C -0.4848 -0.4386 4.0067  -0.593
F 0.4656 -0.2341 4.9486  0.111
F -1.6388 0.1313 4.4503  0.097
F -0.6846 -1.7710 3.8647  0.109

Calculated values
LUMO energy (alpha / beta) ... -0.061 / -0.060 Ha
Relative energy (zero: lowest compared OMol25 entry of this formula, charge and spin) ... 16.59 kcal per mole
E ... -1383.205948 Ha
Maximum force ... 3.81 eV/Å

---

No. 2
DFT (ωB97M-V/def2-TZVPD) results for C6H11NS in the gas phase at a distorted geometry.

Last column: Löwdin charge in e.
Cartesian coordinates (Å):
C 2.8964 1.1971 0.0622  -0.123
C 1.6148 0.5388 0.1563  -0.178
C 0.4645 1.2462 0.2668  -0.170
N -0.8528 0.8080 0.4765  -0.396
S -2.3167 1.1536 -0.3742  0.845
C -1.3849 -0.4498 -0.0074  -0.703
C -1.0204 -1.1497 -1.2328  -0.103
C -2.0082 -1.2134 1.1515  -0.058
H 3.1886 1.0757 -0.9431  0.068
H 3.7178 0.7854 0.6112  0.076
H 2.7698 2.2018 0.2501  0.047
H 1.6001 -0.5247 0.0261  0.095
H 0.6671 2.3717 0.1353  0.138
H -0.3510 -0.5118 -1.9104  0.121
H -1.8537 -1.3864 -1.7538  0.036
H -0.5459 -2.1237 -1.1248  0.091
H -1.2479 -1.4704 1.7692  0.046
H -2.6108 -1.9554 0.6857  0.072
H -2.7267 -0.5928 1.7555  0.095

Calculated values
LUMO energy ... 0.027 Ha
Relative energy (zero: lowest compared OMol25 entry of this formula, charge and spin) ... 62.56 kcal per mole
E ... -688.049537 Ha
Maximum force ... 4.31 eV/Å
SMILES ... C/C=C/N1SC1(C)C

---

No. 3
DFT (ωB97M-V/def2-TZVPD) results for C45H43FGeN4O6PdS as an isolated structure.

Last column: Löwdin charge in e.
Cartesian coordinates (Å):
Pd 0.1498 0.5334 -0.0935  0.588
O -1.6618 5.8436 5.4026  0.091
C -0.5356 6.2261 4.7379  -0.489
O 0.0548 7.2010 5.1238  0.090
C -0.1359 5.4036 3.5709  -0.162
C -0.7044 4.1679 3.2561  -0.032
C -0.2987 3.4568 2.1468  -0.140
C 0.6963 3.9464 1.2907  -0.691
S 1.1876 3.1247 -0.1660  0.592
C 1.2790 5.1796 1.6281  -0.120
C 0.8729 5.8882 2.7392  -0.029
H -2.0610 5.0965 4.9454  0.075
H -1.4552 3.7069 3.8915  0.107
H -0.7219 2.4815 1.9468  0.057
H 2.0592 5.5729 0.9896  0.090
H 1.3284 6.8382 2.9854  0.114
N -4.9319 -0.5226 -2.3393  0.203
C -4.3499 0.0980 -3.3938  -0.497
O -4.8308 0.1020 -4.5118  0.052
C -3.0500 0.7874 -3.1058  -0.104
C -2.6303 1.8203 -3.9311  0.012
C -1.4276 2.4364 -3.6494  -0.025
C -0.6923 2.0180 -2.5518  -0.150
N -1.0887 1.0235 -1.7463  -0.034
C -2.2423 0.4136 -2.0469  -0.098
H -5.8346 -0.9362 -2.4995  0.115
H -4.6706 -0.3185 -1.3871  0.069
H -3.2481 2.1076 -4.7709  0.123
H -1.0479 3.2464 -4.2547  0.111
H 0.2384 2.5028 -2.2947  0.008
H -2.5182 -0.4264 -1.4333  0.071
C 2.1383 -4.3401 1.7610  -0.070
C 3.3366 -3.5563 1.2366  -0.182
C 3.2344 -2.0553 1.4983  -0.300
C 4.5100 -1.2938 1.0215  -0.145
C 4.8499 -1.4799 -0.4525  -0.072
C 3.1754 -1.7823 2.9862  -0.430
O 3.7525 -2.4548 3.8156  0.085
N 2.4937 -0.6498 3.3269  0.213
C 1.7107 0.1583 2.4817  -0.557
O 1.2566 1.1836 2.9377  0.055
N 1.4769 -0.3007 1.2161  0.016
C 2.0473 -1.4507 0.7463  -0.454
O 1.6918 -1.9495 -0.3104  0.028
H 2.2541 -5.4041 1.5533  0.073
H 1.2170 -4.0081 1.2790  0.070
H 2.0346 -4.2244 2.8403  0.073
H 3.4229 -3.7041 0.1615  0.109
H 4.2552 -3.9143 1.7060  0.122
H 5.3372 -1.6425 1.6463  0.123
H 4.3741 -0.2293 1.2345  0.124
H 5.1411 -2.5074 -0.6696  0.074
H 5.6836 -0.8311 -0.7238  0.077
H 4.0058 -1.2264 -1.0935  0.055
H 2.5445 -0.3329 4.2837  0.163
C -1.2383 -0.7351 3.0455  -0.226
Ge -1.4937 -0.7298 1.1004  0.915
C -3.2351 0.2400 0.9250  -0.309
C -4.4484 -0.4092 1.1658  -0.122
C -5.6561 0.2812 1.1366  -0.106
C -5.6736 1.6410 0.8644  -0.103
C -4.4782 2.3051 0.6269  -0.079
C -3.2758 1.6107 0.6585  -0.125
C -1.9954 -2.6066 0.6547  -0.230
C -2.6471 -3.3262 1.6262  -0.129
C -3.2613 -4.5707 1.3496  -0.083
C -3.2421 -5.0827 0.0872  -0.046
C -2.5521 -4.4040 -0.9460  -0.170
C -2.4811 -4.9191 -2.2650  -0.047
C -1.7588 -4.2785 -3.2293  -0.086
C -1.0358 -3.1057 -2.9153  -0.066
C -1.1008 -2.5839 -1.6581  -0.075
C -1.8930 -3.1867 -0.6491  -0.174
H -2.1912 -0.9719 3.5206  0.016
H -0.9179 0.2507 3.3780  0.008
H -0.4972 -1.4712 3.3560  0.024
H -4.4580 -1.4730 1.3716  0.088
H -6.5833 -0.2470 1.3258  0.098
H -6.6115 2.1806 0.8376  0.097
H -4.4772 3.3669 0.4159  0.103
H -2.3546 2.1467 0.4560  0.077
H -2.7239 -2.9348 2.6324  0.085
H -3.7669 -5.1025 2.1467  0.098
H -3.7367 -6.0204 -0.1396  0.106
H -3.0044 -5.8399 -2.4926  0.105
H -1.7137 -4.6850 -4.2313  0.097
H -0.4125 -2.6395 -3.6667  0.101
H -0.4956 -1.7476 -1.3270  0.046
F 7.1743 2.7678 -3.8075  0.040
C 6.0024 2.1473 -3.5331  -0.285
C 5.6064 1.0927 -4.3385  -0.024
C 4.4133 0.4598 -4.0595  -0.040
C 3.5983 0.8670 -2.9753  -0.315
C 2.4017 0.2039 -2.6732  0.071
C 4.0514 1.9519 -2.1831  -0.031
C 5.2435 2.5869 -2.4608  -0.006
H 6.2359 0.7855 -5.1623  0.113
H 4.0892 -0.3712 -4.6729  0.110
H 2.0774 -0.6596 -3.2367  0.068
H 1.8076 0.4885 -1.8120  0.005
H 3.4456 2.2874 -1.3482  0.040
H 5.5912 3.4161 -1.8600  0.119

Calculated values
LUMO energy (alpha / beta) ... 0.076 / 0.057 Ha
Relative energy (zero: lowest compared OMol25 entry of this formula, charge and spin) ... 18.28 kcal per mole
E ... -5114.142965 Ha
⟨S²⟩ ... 0.790
Maximum force ... 0.71 eV/Å
Net charge ... -1
2S+1 ... 2

---

No. 4
DFT (ωB97M-V/def2-TZVPD) results for C61H51FGeNO6P3Sc as an isolated structure.

Last column: Löwdin charge in e.
Cartesian coordinates (Å):
Sc -0.1493 0.1809 -0.1018  0.852
O 3.9659 -0.7590 0.9306  0.191
C 2.8270 -1.1454 0.4463  -0.386
O 1.8101 -0.4443 0.5643  -0.079
C 2.8811 -2.4979 -0.1859  -0.164
C 4.0422 -3.2600 -0.1307  0.055
C 4.0105 -4.5229 -0.7025  0.016
C 2.8330 -4.9626 -1.2845  0.047
C 1.7246 -4.1187 -1.2894  -0.147
N 1.7554 -2.9005 -0.7587  0.189
C 0.3759 -4.4848 -1.8701  -0.457
O 0.2054 -5.6923 -2.3876  0.176
O -0.5301 -3.6932 -1.8571  0.110
H 3.9161 0.1682 1.2705  0.118
H 4.9321 -2.8797 0.3491  0.136
H 4.8864 -5.1564 -0.6900  0.136
H 2.8096 -5.9494 -1.7272  0.129
H 0.9841 -6.2626 -2.3418  0.115
F -2.9553 4.7407 1.4638  -0.247
Ge -2.0401 3.4622 0.6542  0.955
C -3.0935 3.3192 -0.9835  -0.269
C -3.7033 4.5083 -1.3872  -0.075
C -4.6836 4.5117 -2.3662  -0.029
C -5.0819 3.3188 -2.9518  -0.030
C -4.4674 2.1355 -2.5856  -0.074
C -3.4645 2.1283 -1.6123  -0.392
P -2.6406 0.5224 -1.3564  1.080
C -2.4066 0.0468 -3.1163  -0.383
C -2.9447 -1.0857 -3.7156  -0.057
C -2.7226 -1.3299 -5.0665  -0.033
C -1.9602 -0.4576 -5.8252  -0.036
C -1.4300 0.6865 -5.2386  -0.041
C -1.6608 0.9437 -3.8967  -0.130
C -3.8845 -0.5925 -0.6467  -0.346
C -3.6942 -1.9809 -0.6628  -0.145
C -4.6030 -2.8196 -0.0395  -0.044
C -5.7073 -2.2843 0.6154  -0.038
C -5.9068 -0.9144 0.6220  -0.037
C -5.0003 -0.0683 -0.0045  -0.071
C -0.3563 4.4873 0.3960  -0.269
C -0.5134 5.8263 0.7846  -0.083
C 0.4651 6.7736 0.5270  -0.028
C 1.6285 6.4157 -0.1290  -0.029
C 1.8084 5.1001 -0.5029  -0.076
C 0.8372 4.1282 -0.2445  -0.392
P 1.3276 2.4533 -0.7543  1.077
C 1.5461 2.5956 -2.5539  -0.371
C 2.3523 1.6991 -3.2597  -0.127
C 2.4544 1.7809 -4.6376  -0.050
C 1.7371 2.7499 -5.3307  -0.056
C 0.9187 3.6296 -4.6411  -0.053
C 0.8212 3.5549 -3.2572  -0.086
C 3.0065 2.3626 -0.0206  -0.358
C 3.0665 2.2805 1.3730  -0.123
C 4.2842 2.3068 2.0360  -0.061
C 5.4683 2.3991 1.3054  -0.043
C 5.4158 2.4917 -0.0754  -0.036
C 4.1913 2.4824 -0.7388  -0.067
C -2.7417 2.0558 1.8896  -0.256
C -4.1115 2.3061 2.0331  -0.117
C -4.8357 1.7535 3.0754  -0.033
C -4.1955 0.9807 4.0313  -0.026
C -2.8476 0.7068 3.8972  -0.076
C -2.1248 1.1948 2.8057  -0.370
P -0.3714 0.7870 2.6221  1.073
C 0.4464 1.9081 3.8106  -0.350
C 0.8219 1.4946 5.0864  -0.069
C 1.2907 2.4245 6.0045  -0.043
C 1.3862 3.7638 5.6609  -0.040
C 1.0095 4.1809 4.3906  -0.041
C 0.5419 3.2575 3.4726  -0.111
C -0.0585 -0.8675 3.3330  -0.384
C 1.2821 -1.2079 3.5361  -0.115
C 1.6314 -2.4608 4.0156  -0.039
C 0.6456 -3.4014 4.2849  -0.038
C -0.6873 -3.0837 4.0694  -0.038
C -1.0436 -1.8240 3.5988  -0.121
H -3.4343 5.4381 -0.9031  0.110
H -5.1507 5.4418 -2.6585  0.123
H -5.8607 3.3120 -3.7011  0.123
H -4.7586 1.2136 -3.0742  0.121
H -3.5602 -1.7719 -3.1557  0.102
H -3.1582 -2.2069 -5.5252  0.123
H -1.7965 -0.6531 -6.8759  0.122
H -0.8592 1.3896 -5.8287  0.108
H -1.2882 1.8672 -3.4622  0.103
H -2.8820 -2.4192 -1.2311  0.091
H -4.4656 -3.8913 -0.0854  0.122
H -6.4181 -2.9377 1.1001  0.121
H -6.7798 -0.4967 1.1031  0.121
H -5.1759 0.9989 -0.0022  0.097
H -1.4103 6.1377 1.2925  0.102
H 0.3073 7.7965 0.8387  0.125
H 2.3931 7.1499 -0.3388  0.124
H 2.7276 4.8179 -1.0019  0.115
H 2.9196 0.9401 -2.7323  0.104
H 3.1028 1.1016 -5.1735  0.118
H 1.8276 2.8226 -6.4056  0.122
H 0.3667 4.3909 -5.1757  0.122
H 0.1924 4.2615 -2.7298  0.112
H 2.1549 2.2296 1.9539  0.068
H 4.3087 2.2755 3.1181  0.124
H 6.4211 2.4196 1.8155  0.123
H 6.3287 2.5934 -0.6456  0.123
H 4.1802 2.6003 -1.8131  0.104
H -4.6148 2.9791 1.3521  0.109
H -5.8920 1.9646 3.1642  0.126
H -4.7424 0.6009 4.8829  0.125
H -2.3485 0.1226 4.6584  0.111
H 0.7397 0.4589 5.3859  0.106
H 1.5732 2.0970 6.9951  0.120
H 1.7472 4.4827 6.3824  0.121
H 1.0766 5.2244 4.1163  0.118
H 0.2586 3.6015 2.4874  0.061
H 2.0570 -0.4733 3.3461  0.109
H 2.6709 -2.7002 4.1922  0.120
H 0.9144 -4.3741 4.6720  0.122
H -1.4585 -3.8112 4.2829  0.124
H -2.0893 -1.5992 3.4305  0.109
O 0.3888 -0.2842 -2.1621  -0.110
H 1.0466 -0.9557 -2.3841  0.094
H -0.2044 -0.1661 -2.9376  0.060
O -1.0033 -1.6081 0.7089  -0.096
H -0.8901 -2.0195 1.5874  0.063
H -1.7115 -2.0836 0.2297  0.061

Calculated values
LUMO energy ... -0.302 Ha
Relative energy (zero: lowest compared OMol25 entry of this formula, charge and spin) ... 0.00 kcal per mole
E ... -6822.284766 Ha
Maximum force ... 0.88 eV/Å
Net charge ... +3